(1)
# C9H14O

A 2-piece molecular cluster, C9H14O overall at a distorted geometry (ωB97M-V/def2-TZVPD, the Open Molecules 2025 dataset).

Atoms and positions in Å:
C: -1.3966 0.7824 -1.1861
C: -0.8718 0.0917 -0.0035
C: -0.5477 -1.2662 -0.0504
C: 0.0141 -1.9718 1.0251
C: 0.1314 -1.2451 2.2029
O: 0.6353 -1.8627 3.3249
C: -0.3668 0.0581 2.3246
C: -0.7645 0.7727 1.2276
H: -0.7008 1.4834 -1.7078
H: -2.1833 1.4446 -0.7971
H: -1.8642 0.3111 -2.0679
H: -0.9779 -1.7052 -0.9495
H: 0.2051 -3.0207 1.0761
H: 0.8647 -1.1485 3.9341
H: -0.2898 0.4195 3.3485
H: -1.0994 1.7926 1.3364
C: 1.7697 1.3594 -3.1203
C: 0.8477 2.2454 -3.9631
H: 2.8592 1.4141 -3.3407
H: 1.8404 1.5639 -2.0525
H: 1.7338 0.2843 -3.3904
H: 1.3585 3.2013 -4.1954
H: -0.1132 2.5458 -3.5211
H: 0.5351 1.6621 -4.8330

The molecular weight is 138.21 g/mol. As for the total energy: -11606.4968 eV. The value obtained for the HOMO energy is -8.31 eV. As for the spin multiplicity: 1. As for the total charge: 0. As for the LUMO energy: 0.9 eV. As for the structure (SMILES): Cc1ccc(O)cc1.CC. The HOMO-LUMO gap comes out at 9.20 eV. The calculation puts the energy relative to the best compared isomer or geometry (same formula, charge and spin) at 110.0 kJ/mol.

=====

(2)
# C2H3N5O

One molecule with the formula C2H3N5O at a distorted geometry (ωB97M-V/def2-TZVPD, the Open Molecules 2025 dataset).

Atoms and positions in Å:
O: 1.1509 2.1326 0.6360
N: 1.7210 0.9317 0.8137
C: 1.0174 -0.0926 0.1550
C: -0.2395 -0.2284 -0.3186
N: -1.2366 0.5928 -0.4453
N: -2.3098 0.0455 -0.7058
N: -2.1977 -1.3263 -0.7216
N: -0.7831 -1.4794 -0.5438
H: 1.8713 2.7512 1.1318
H: 1.5156 -0.9377 0.4801
H: -0.5094 -2.3894 -0.4816

The molecular weight is 113.08 g/mol. As for the total energy: -11615.4318 eV. The value obtained for the HOMO energy is -9.30 eV. As for the spin multiplicity: 1. As for the total charge: 0. As for the LUMO energy: -0.7 eV. As for the structure (SMILES): O/N=C\c1nnn[nH]1. The HOMO-LUMO gap comes out at 8.62 eV. The calculation puts the energy relative to the best compared isomer or geometry (same formula, charge and spin) at 520.8 kJ/mol.